Molecular formula: C10H10N2O3
Method: DFT, ωB97M-V/def2-TZVPD

Atoms and positions in Å:
1 C -3.8908 -0.1446 0.4496
2 C -3.0856 0.7072 1.2521
3 C -3.2853 -0.7396 -0.6035
4 C -1.8321 1.0509 0.8298
5 C -2.0418 -0.3119 -1.0951
6 C -1.2836 0.5303 -0.3772
7 C 1.8884 -0.5826 -0.0020
8 C 2.6717 0.4926 0.2781
9 C 0.0744 0.9009 -0.6731
10 C 4.0634 0.2247 0.8464
11 N 2.1150 1.7062 0.3757
12 N 1.8506 -1.7191 -0.5892
13 O 0.7232 1.7517 0.1335
14 O 0.6508 0.7711 -1.8812
15 O 0.7408 -2.6415 -0.4538
16 H -4.8771 -0.6161 0.6733
17 H -3.3605 1.0102 2.2596
18 H -3.8815 -1.4896 -1.1559
19 H -1.1707 1.6129 1.5246
20 H -1.6857 -0.5875 -2.0557
21 H 4.0210 0.4435 1.9206
22 H 4.9252 0.6952 0.4869
23 H 4.1251 -0.8765 0.7926
24 H 1.5798 1.1377 -1.8005
25 H 0.9652 -3.3261 -1.1355

Force components x, y, z for each atom (eV/Å):
C -0.07 -0.90 1.51
C -0.71 -0.16 0.11
C -0.30 -0.30 -2.33
C 1.22 -0.07 0.78
C -0.96 -0.95 -0.79
C -0.01 1.90 2.10
C -3.41 -4.26 -1.10
C -0.08 1.21 0.00
C 3.78 0.17 0.01
C -2.07 -1.43 1.70
N 0.97 -0.03 -0.43
N 1.25 1.44 -0.39
O -1.19 -0.25 0.29
O 0.17 0.19 0.34
O 0.60 0.74 0.04
H 0.79 1.14 0.49
H -0.38 0.14 -0.35
H 0.64 0.51 0.12
H -0.63 -0.35 -0.75
H 0.23 -0.80 -0.62
H 0.05 0.10 -0.12
H 0.88 0.86 -1.16
H 0.55 0.54 -0.12
H -1.29 -0.51 -0.23
H -0.02 1.09 0.92

The calculated total energy comes out at -722.02932 a.u. The calculation puts the gap between HOMO and LUMO (spin up / spin down) at 6.443 / 6.453 eV. The LUMO energy (spin up / spin down) is -0.697 / -0.693 eV. The HOMO energy (spin up / spin down) is -7.140 / -7.146 eV. For the energy above the lowest of the compared OMol25 structures with the same formula, charge and spin, the calculation gives 170.1 kcal per mole. The molar mass is 206.20 g mol⁻¹.

Molecular formula: C10H10N3S2
Method: DFT, ωB97M-V/def2-TZVPD

Atoms and positions in Å:
1 C -3.0692 -1.2783 -0.0504
2 C -1.0067 -2.3278 -0.3572
3 C -1.7378 -1.3346 0.1896
4 C -1.1597 -0.2068 0.9251
5 C 0.1569 -0.1086 1.0820
6 C 1.1520 -1.5502 0.0022
7 C 2.9108 -0.2487 0.7682
8 C -2.2940 1.8301 0.1138
9 C 3.1800 0.7080 -1.7983
10 C -2.0433 0.9125 1.3682
11 N -4.1647 -1.1117 -0.3249
12 N 0.3512 -2.3812 -0.5580
13 N 2.4002 -1.3049 0.0475
14 S 1.4702 0.9695 1.3597
15 S 4.0787 0.7187 -0.1973
16 H -1.4506 -2.9606 -1.1895
17 H 3.4013 -0.5430 1.7344
18 H -1.6242 1.4282 -0.6707
19 H -1.9008 2.8173 0.2169
20 H -3.3396 1.7958 -0.3387
21 H 3.6205 1.5729 -2.4298
22 H 2.2117 0.8628 -1.6274
23 H 3.3395 -0.2625 -2.3492
24 H -2.9471 0.5034 1.8524
25 H -1.5353 1.4999 2.2315

Force components x, y, z for each atom (eV/Å):
C -1.35 -0.10 -0.45
C 1.31 -0.49 -3.67
C 2.43 0.20 1.60
C 0.77 0.36 0.92
C 2.96 -2.43 -2.51
C -1.37 3.21 2.50
C -0.30 0.17 0.97
C -0.57 -1.42 -0.83
C 5.12 -0.20 -1.71
C -0.10 1.36 1.11
N -1.91 0.06 -0.28
N -0.47 -1.10 0.28
N -0.64 -0.87 -0.11
S -0.73 -0.55 0.10
S 0.18 0.25 -0.58
H -0.20 0.36 1.75
H -0.13 0.25 -0.90
H -0.46 0.03 0.14
H -0.28 0.93 0.47
H 1.26 0.21 0.92
H -0.72 -1.39 1.06
H -3.98 0.69 0.65
H -0.18 1.02 0.69
H -0.02 0.34 -0.54
H -0.61 -0.86 -1.59

The calculated total energy comes out at -1347.65099 a.u. The calculation puts the gap between HOMO and LUMO at 6.638 eV. As for the net charge: -1. The LUMO energy is 2.976 eV. The HOMO energy is -3.662 eV. For the energy above the lowest of the compared OMol25 structures with the same formula, charge and spin, the calculation gives 48.6 kcal per mole. The molar mass is 236.35 g mol⁻¹.